(1)
Molecular formula: CH4N2P2
Method: DFT, ωB97M-V/def2-TZVPD

CARTESIAN COORDINATES (ANGSTROEM)
C 1.142 -0.243 -1.416
N 1.636 0.750 -2.069
N 0.171 -0.465 1.190
P 0.189 -1.684 -1.839
P 1.206 -1.229 0.086
H 2.085 1.424 -1.498
H 0.279 0.533 1.165
H -0.753 -0.727 0.887
H -1.581 -0.421 -1.145

ΔE to the lowest compared entry with this formula, charge and spin	310.4	kJ/mol
LUMO energy (spin up / spin down)	-1.63 / -1.63	eV
2S+1	1
orbital gap (spin up / spin down)	7.1 / 7.1	eV
strongest force on any atom	3.20	eV Å⁻¹

(2)
Molecular formula: BrClFHN3O
Method: DFT, ωB97M-V/def2-TZVPD

CARTESIAN COORDINATES (ANGSTROEM)
N 0.026 1.257 0.092
N 0.631 0.358 0.556
N 1.140 -0.725 0.611
O -0.397 2.327 0.444
F -0.584 -0.433 -1.414
Cl -2.537 -1.295 0.308
Br 2.943 -0.686 0.291
H -1.223 -0.803 -0.888

ΔE to the lowest compared entry with this formula, charge and spin	377.2	kJ/mol
LUMO energy	2.53	eV
net charge	-1
2S+1	1
orbital gap	7.2	eV
strongest force on any atom	4.16	eV Å⁻¹

(3)
Molecular formula: C49H48BiCl5N5O5
Method: DFT, ωB97M-V/def2-TZVPD

CARTESIAN COORDINATES (ANGSTROEM)
Bi -0.351 0.056 0.049
C -2.787 -2.380 5.040
C -1.679 -1.398 5.432
C -0.742 -1.142 4.291
C 0.478 -1.695 4.046
C 1.177 -2.775 4.808
C 0.922 -4.141 4.153
C 0.949 -1.125 2.798
C 2.147 -1.448 2.181
C 2.657 -0.924 0.995
C 3.907 -1.317 0.377
C 4.833 -2.382 0.873
C 6.066 -1.802 1.574
C 4.041 -0.550 -0.743
C 2.867 0.291 -0.810
C 2.609 1.220 -1.813
C 1.479 2.016 -1.933
N 0.417 2.002 -1.082
C -0.443 2.965 -1.488
C -1.627 3.314 -0.844
C -2.154 2.728 0.293
N -1.569 1.746 1.032
C -2.442 1.410 2.019
C -2.192 0.481 3.018
C -1.022 -0.251 3.182
N 0.028 -0.242 2.325
C -3.638 2.216 1.909
C -3.449 3.054 0.853
C -4.386 4.082 0.309
C -4.091 5.491 0.838
C -4.827 2.100 2.807
C -4.629 2.876 4.115
C 0.068 3.607 -2.679
C 1.261 3.008 -2.963
C 2.190 3.324 -4.093
C 3.298 4.289 -3.655
C -0.670 4.633 -3.478
C -1.716 3.952 -4.371
N 2.058 0.034 0.248
C 5.158 -0.548 -1.736
C 6.109 0.638 -1.527
H -3.450 -2.581 5.884
H -2.359 -3.323 4.706
H -3.374 -1.983 4.214
H -1.127 -1.804 6.283
H -2.130 -0.456 5.754
H 0.816 -2.797 5.839
H 2.252 -2.583 4.837
H -0.139 -4.389 4.190
H 1.481 -4.930 4.659
H 1.214 -4.125 3.103
H 2.746 -2.199 2.678
H 5.153 -3.000 0.029
H 4.302 -3.038 1.563
H 6.662 -1.214 0.876
H 6.698 -2.597 1.974
H 5.766 -1.151 2.397
H 3.370 1.343 -2.573
H -2.194 4.122 -1.285
H -2.982 0.310 3.737
H -5.414 3.816 0.563
H -4.317 4.093 -0.781
H -4.255 5.537 1.915
H -4.737 6.228 0.358
H -3.053 5.763 0.641
H -4.997 1.044 3.025
H -5.711 2.480 2.292
H -3.769 2.488 4.662
H -5.511 2.792 4.752
H -4.445 3.929 3.903
H 1.622 3.771 -4.912
H 2.634 2.401 -4.471
H 2.860 5.235 -3.334
H 3.991 4.487 -4.476
H 3.857 3.871 -2.818
H 0.027 5.205 -4.094
H -1.168 5.336 -2.806
H -1.227 3.291 -5.088
H -2.307 4.692 -4.915
H -2.388 3.341 -3.768
H 4.745 -0.505 -2.748
H 5.721 -1.481 -1.658
H 5.569 1.580 -1.626
H 6.923 0.617 -2.254
H 6.540 0.607 -0.527
O 0.943 -0.409 -5.664
C 0.440 -0.820 -4.473
O 1.107 -1.446 -3.699
C -0.994 -0.466 -4.306
C -1.762 -0.215 -5.433
C -3.128 -0.042 -5.273
C -3.652 -0.145 -4.003
C -2.793 -0.317 -2.912
N -1.486 -0.473 -3.061
C -3.473 -0.364 -1.519
O -4.648 -0.733 -1.567
O -2.840 0.040 -0.502
H 1.856 -0.722 -5.710
H -1.295 -0.188 -6.406
H -3.762 0.147 -6.130
H -4.711 -0.092 -3.796
Cl -0.029 -7.995 1.293
C -0.431 -6.326 1.096
C 0.390 -5.477 0.359
Cl 1.790 -6.123 -0.420
C 0.092 -4.130 0.231
Cl 1.032 -3.138 -0.821
C -1.029 -3.520 0.879
O -1.280 -2.283 0.903
C -1.908 -4.466 1.507
Cl -3.426 -3.852 2.040
C -1.612 -5.809 1.631
Cl -2.707 -6.866 2.445

ΔE to the lowest compared entry with this formula, charge and spin	46.3	kJ/mol
LUMO energy	1.22	eV
net charge	-1
2S+1	1
orbital gap	5.6	eV
strongest force on any atom	1.03	eV Å⁻¹

(4)
Molecular formula: C44H84F18N4O15
Method: DFT, ωB97M-V/def2-TZVPD

CARTESIAN COORDINATES (ANGSTROEM)
C 5.933 -6.588 3.843
C 5.950 -8.081 3.298
C 5.443 -9.154 4.287
C 5.865 -10.565 3.925
N 5.306 -11.716 4.908
C 3.777 -11.762 5.012
C 3.378 -13.222 4.716
C 4.611 -14.075 4.695
C 5.698 -13.076 4.285
C 5.934 -11.641 6.352
C 7.417 -11.566 6.350
C 7.940 -11.448 7.762
H 6.739 -6.325 4.528
H 4.965 -6.351 4.285
H 5.929 -6.033 2.905
H 6.950 -8.317 2.936
H 5.355 -8.050 2.384
H 4.356 -9.169 4.212
H 5.833 -9.001 5.293
H 6.942 -10.709 3.842
H 5.487 -10.779 2.925
H 3.434 -11.535 6.022
H 3.333 -11.136 4.239
H 2.645 -13.663 5.392
H 2.891 -13.121 3.746
H 4.797 -14.484 5.687
H 4.328 -14.910 4.055
H 6.715 -13.418 4.478
H 5.434 -12.972 3.233
H 5.590 -12.474 6.965
H 5.540 -10.736 6.816
H 7.943 -10.772 5.820
H 7.804 -12.502 5.947
H 7.651 -10.521 8.259
H 9.029 -11.434 7.783
H 7.727 -12.369 8.305
C -3.436 7.789 -5.324
C -3.615 7.309 -6.706
O -3.497 8.006 -7.731
N -3.791 5.769 -6.844
H -3.086 5.311 -7.403
H -3.562 5.490 -5.900
C -5.272 5.376 -7.188
H -3.425 8.866 -5.159
H -2.436 7.531 -4.975
H -4.102 7.310 -4.606
H -5.341 4.292 -7.090
H -5.485 5.595 -8.234
H -5.950 5.881 -6.500
C -2.911 -1.105 -5.152
C -4.230 -1.762 -4.827
O -4.521 -2.926 -5.163
N -5.139 -1.010 -3.870
H -4.786 -0.102 -3.603
H -5.974 -0.790 -4.394
C -5.450 -1.856 -2.605
H -2.482 -1.480 -6.081
H -2.199 -1.410 -4.385
H -3.016 -0.022 -5.215
H -5.666 -2.896 -2.853
H -6.304 -1.283 -2.243
H -4.608 -1.728 -1.925
C 1.047 14.654 1.144
C -0.362 14.252 1.415
O -0.827 14.302 2.541
N -1.035 13.471 0.258
H -1.926 13.852 -0.026
H -0.340 13.420 -0.474
C -1.430 12.020 0.678
H 1.240 15.565 1.711
H 1.193 14.983 0.115
H 1.750 13.840 1.316
H -0.454 11.568 0.501
H -2.161 11.775 -0.092
H -1.749 11.936 1.717
C 3.468 10.738 -3.081
O 3.249 10.001 -1.874
O 2.429 11.651 -3.123
C 4.896 11.417 -3.098
F 5.016 12.379 -2.181
F 5.883 10.478 -2.832
F 5.216 11.857 -4.298
C 3.554 8.602 -1.814
C 3.671 8.064 -0.434
H 2.819 8.259 0.216
H 3.851 6.989 -0.408
H 4.582 8.385 0.072
H 4.536 8.401 -2.241
H 2.941 7.897 -2.376
H 3.499 10.099 -3.964
C -11.257 1.132 -3.805
O -10.562 1.697 -2.726
O -10.241 0.811 -4.728
C -12.401 0.079 -3.306
F -12.479 -0.960 -4.116
F -12.097 -0.454 -2.073
F -13.671 0.552 -3.238
C -11.399 2.454 -1.726
C -10.432 3.210 -0.889
H -9.490 3.424 -1.395
H -10.769 4.164 -0.484
H -10.127 2.534 -0.090
H -12.210 1.867 -1.295
H -11.961 3.256 -2.205
H -11.798 1.982 -4.221
C -5.200 10.689 9.332
O -5.146 9.740 8.235
O -4.091 10.398 10.128
C -5.325 12.227 8.887
F -6.328 12.437 8.137
F -5.489 13.068 9.977
F -4.256 12.601 8.169
C -6.268 9.517 7.422
C -5.831 8.757 6.265
H -6.554 8.560 5.474
H -5.019 9.190 5.681
H -5.436 7.784 6.559
H -6.587 10.405 6.876
H -7.142 9.022 7.845
H -6.133 10.378 9.803
C 10.515 -2.458 -5.418
O 9.161 -2.371 -4.990
O 11.289 -1.596 -4.575
C 10.779 -4.024 -5.500
F 10.237 -4.804 -6.445
F 12.080 -4.234 -5.623
F 10.390 -4.577 -4.355
C 8.119 -2.490 -5.931
C 6.727 -2.696 -5.166
H 5.896 -2.583 -5.863
H 6.733 -3.649 -4.637
H 6.554 -1.951 -4.388
H 8.274 -3.385 -6.534
H 8.146 -1.649 -6.624
H 10.529 -2.023 -6.417
C -1.770 2.429 -0.404
O -1.615 1.038 -0.218
O -2.498 2.577 -1.597
C -2.331 3.242 0.805
F -3.365 2.712 1.473
F -1.309 3.524 1.649
F -2.807 4.460 0.403
C -0.333 0.525 0.254
C -0.438 -0.995 0.344
H -1.020 -1.385 -0.491
H 0.522 -1.509 0.295
H -0.971 -1.268 1.255
H 0.014 1.032 1.154
H 0.374 0.740 -0.547
H -0.765 2.802 -0.601
C -0.604 -11.445 -1.626
O 0.119 -10.228 -1.788
O 0.317 -12.500 -1.691
C -1.741 -11.363 -0.511
F -2.718 -10.493 -0.752
F -2.205 -12.510 -0.048
F -1.189 -10.871 0.497
C -0.626 -9.060 -2.201
C 0.301 -8.041 -2.811
H 0.809 -8.561 -3.623
H -0.223 -7.140 -3.131
H 0.991 -7.680 -2.049
H -1.154 -8.631 -1.349
H -1.343 -9.241 -3.001
H -1.092 -11.522 -2.598

LUMO energy	-0.73	eV
net charge	-2
2S+1	1
orbital gap	1.8	eV
strongest force on any atom	6.90	eV Å⁻¹

(5)
Molecular formula: C3H10NOSi
Method: DFT, ωB97M-V/def2-TZVPD

CARTESIAN COORDINATES (ANGSTROEM)
C 1.709 -0.169 -0.766
C -0.952 1.554 -0.191
C 0.205 -0.819 1.748
N -0.947 -0.808 -1.611
O -1.182 -1.531 -0.399
Si -0.168 -0.270 -0.072
H 2.168 0.793 -0.789
H 2.389 -0.750 -0.132
H 1.829 -0.510 -1.779
H -2.095 1.528 -0.316
H -0.900 2.154 0.645
H -0.786 2.105 -1.116
H -0.522 -1.572 2.033
H 1.175 -1.274 2.032
H -0.118 -0.100 2.481
H -1.805 -0.331 -1.768

ΔE to the lowest compared entry with this formula, charge and spin	183.5	kJ/mol
LUMO energy	4.29	eV
net charge	-1
2S+1	1
orbital gap	6.9	eV
strongest force on any atom	3.17	eV Å⁻¹